(1)
{
  "formula": "C4H8O2",
  "method": "the ωB97M-V functional and the def2-TZVPD basis",
  "relative_energy_kj_mol": 211.42,
  "gap_ev": 9.15,
  "e_homo_ev": -8.588,
  "smiles": "C/C=C/O.C=O",
  "lumo_ev": 0.6,
  "species": ["O", "O", "C", "C", "C", "C", "H", "H", "H", "H", "H", "H", "H", "H"],
  "coordinates": [[-0.050, 2.067, -0.218], [-2.009, 0.634, -1.667], [0.822, -0.185, -0.060], [-2.390, -0.024, -0.729], [1.632, -1.175, 0.733], [0.568, 1.039, 0.409], [2.258, -0.649, 1.463], [0.859, 1.325, 1.418], [-2.775, -1.052, -0.868], [0.502, -0.462, -1.065], [1.024, -1.905, 1.282], [-0.370, 1.770, -1.085], [2.303, -1.740, 0.078], [-2.375, 0.356, 0.309]]
}


(2)
{
  "formula": "C4H5Li3O2",
  "method": "the ωB97M-V functional and the def2-TZVPD basis",
  "relative_energy_kj_mol": 473.08,
  "gap_ev": [4.87, 4.87],
  "e_homo_ev": [-5.403, -5.402],
  "lumo_ev": [-0.5, -0.5],
  "species": ["O", "O", "C", "C", "C", "C", "Li", "Li", "Li", "H", "H", "H", "H", "H"],
  "coordinates": [[0.286, -0.623, 1.426], [2.119, 1.257, 2.815], [0.407, 0.490, 0.611], [1.718, 2.307, 2.067], [0.315, 2.559, 1.925], [1.695, 0.601, 0.014], [2.996, -0.186, 2.184], [0.992, -1.427, -0.114], [0.134, -0.226, 3.171], [-0.264, 2.381, 2.842], [-0.144, 3.409, 1.410], [-0.503, 0.949, 0.176], [2.419, 3.079, 1.701], [2.260, 0.578, -0.926]]
}


(3)
{
  "formula": "C4H10N2O",
  "method": "the ωB97M-V functional and the def2-TZVPD basis",
  "relative_energy_kj_mol": 586.54,
  "gap_ev": 9.25,
  "e_homo_ev": -8.423,
  "lumo_ev": 0.8,
  "species": ["O", "N", "N", "C", "C", "C", "C", "H", "H", "H", "H", "H", "H", "H", "H", "H", "H"],
  "coordinates": [[1.092, -0.075, 2.114], [2.055, 0.536, -0.743], [0.662, 0.526, -0.531], [0.110, 1.870, -0.568], [-1.459, -1.101, -0.558], [-0.191, -0.782, 0.144], [0.381, -0.137, 1.160], [0.462, 2.478, 0.276], [-1.349, -2.154, 2.333], [-0.978, 1.813, -0.548], [-0.831, -2.114, 1.752], [-1.242, -1.098, -1.623], [0.441, 2.371, -1.476], [-1.780, -2.109, -0.308], [-2.266, -0.379, -0.385], [2.333, -0.342, -1.167], [2.561, 0.696, 0.130]]
}


(4)
{
  "formula": "C3H8N2",
  "method": "the ωB97M-V functional and the def2-TZVPD basis",
  "relative_energy_kj_mol": 578.14,
  "gap_ev": 7.96,
  "e_homo_ev": -7.646,
  "smiles": "C=NC.C=N",
  "lumo_ev": 0.3,
  "species": ["N", "N", "C", "C", "C", "H", "H", "H", "H", "H", "H", "H", "H"],
  "coordinates": [[-3.884, -1.116, -3.802], [2.930, 0.657, 2.401], [2.918, 1.181, 0.929], [-3.990, -2.144, -3.046], [2.320, 1.225, 3.354], [3.803, 1.786, 0.860], [2.880, 1.733, 4.151], [-3.640, -2.283, -2.036], [2.809, 0.215, 0.464], [1.248, 0.975, 3.501], [-4.810, -1.103, -4.254], [-4.635, -2.963, -3.379], [2.051, 1.837, 0.857]]
}


(5)
{
  "formula": "C5H6O2",
  "method": "the ωB97M-V functional and the def2-TZVPD basis",
  "relative_energy_kj_mol": 486.29,
  "gap_ev": 9.10,
  "e_homo_ev": -8.148,
  "lumo_ev": 0.9,
  "species": ["O", "O", "C", "C", "C", "C", "C", "H", "H", "H", "H", "H", "H"],
  "coordinates": [[0.670, -1.296, -0.215], [0.223, 0.872, 1.343], [-0.653, -0.689, -0.107], [1.109, -0.176, -0.921], [0.565, 1.345, 0.103], [-0.780, -0.163, 1.295], [-0.189, 0.524, -0.935], [1.708, 0.853, -0.169], [-0.527, -0.915, 2.046], [1.856, -0.298, -1.703], [-1.774, 0.254, 1.503], [-1.446, -1.334, -0.489], [-0.725, 0.975, -1.765]]
}


(6)
{
  "formula": "C34H33N5ORuS",
  "method": "the ωB97M-V functional and the def2-TZVPD basis",
  "relative_energy_kj_mol": 0.00,
  "gap_ev": [4.38, 4.39],
  "e_homo_ev": [-18.077, -18.077],
  "charge": 4,
  "lumo_ev": [-13.7, -13.7],
  "species": ["Ru", "S", "O", "N", "N", "N", "N", "N", "C", "C", "C", "C", "C", "C", "C", "C", "C", "C", "C", "C", "C", "C", "C", "C", "C", "C", "C", "C", "C", "C", "C", "C", "C", "C", "C", "C", "C", "C", "C", "C", "C", "C", "H", "H", "H", "H", "H", "H", "H", "H", "H", "H", "H", "H", "H", "H", "H", "H", "H", "H", "H", "H", "H", "H", "H", "H", "H", "H", "H", "H", "H", "H", "H", "H", "H"],
  "coordinates": [[-0.273, 0.642, 0.166], [0.476, -2.522, -0.384], [0.942, -1.073, -0.008], [-2.028, 0.926, 1.009], [0.687, 2.618, -0.649], [0.392, 1.125, 2.039], [-1.435, 0.214, -1.467], [1.594, 4.841, -2.313], [2.339, -3.986, 2.875], [-1.069, -0.165, -2.693], [0.972, -3.538, 0.979], [-1.970, 1.214, 2.363], [3.306, -3.879, -3.637], [2.822, -2.378, -1.818], [2.085, -4.515, -3.460], [1.965, -3.124, 1.856], [1.642, 1.196, 2.499], [-3.036, 1.380, 3.267], [0.916, 1.764, 4.691], [-3.325, -0.396, -3.410], [-1.985, -0.471, -3.698], [-0.637, 1.339, 2.889], [1.604, -3.026, -1.660], [3.679, -2.821, -2.814], [2.462, 3.633, -2.081], [-3.734, -0.033, -2.110], [-4.474, 0.664, 0.507], [-0.415, 1.651, 4.238], [0.722, -5.614, 2.122], [-5.096, 0.016, -1.724], [-3.104, 0.645, 0.185], [-5.445, 0.354, -0.434], [1.597, 2.408, -1.800], [1.213, -4.082, -2.470], [-1.532, 1.823, 5.092], [-2.813, 1.677, 4.604], [-0.173, 3.802, -0.907], [0.644, 5.063, -1.166], [1.948, 1.526, 3.818], [-2.749, 0.274, -1.160], [1.714, -5.221, 3.011], [0.330, -4.762, 1.099], [1.806, -5.347, -4.092], [3.970, -4.204, -4.427], [-5.860, -0.220, -2.456], [3.105, -1.569, -1.155], [-1.366, 2.065, 6.136], [-6.486, 0.382, -0.142], [-4.071, -0.619, -4.164], [2.252, 1.558, -1.606], [-4.819, 0.929, 1.487], [4.647, -2.353, -2.934], [-3.661, 1.796, 5.265], [-0.007, 5.904, -1.400], [0.256, -4.573, -2.336], [-0.812, 3.576, -1.764], [2.425, 0.952, 1.791], [-0.003, -0.249, -2.869], [3.131, -3.698, 3.553], [1.067, 4.730, -3.185], [-4.058, 1.292, 2.957], [3.114, 3.856, -1.236], [-1.634, -0.769, -4.676], [2.450, -2.164, 1.730], [1.109, 2.028, 5.725], [2.180, 5.672, -2.446], [2.980, 1.578, 4.137], [1.991, -5.875, 3.826], [0.988, 2.167, -2.674], [-0.458, -5.056, 0.415], [1.242, 5.328, -0.294], [3.086, 3.468, -2.958], [0.243, -6.578, 2.226], [-0.821, 3.980, -0.052], [1.254, 2.825, 0.173]]
}